157
Properties=species:S:1:pos:R:3:forces:R:3:lowdin_spin:R:1 method="wB97M-V/def2-TZVPD" energy_ha=-12972.7610 s2=0.757 e_above_lowest_kcal_mol=1.9 multiplicity=2 homo_ev="-2.89 / -5.75" orbital_gap_ha="0.1608 / 0.2657" charge=-1
K 1.334352 0.396486 -0.496039 0.14 0.36 -0.20 0.02
F -0.631297 4.479029 3.219391 0.23 -0.18 -0.29 0.00
Ge 0.403322 3.674586 1.896954 -0.39 0.52 0.47 0.33
C 1.622960 2.975499 3.538873 -0.24 0.03 -0.32 0.21
C 2.035518 3.960956 4.429153 0.10 -0.08 0.18 0.02
C 2.924079 3.673063 5.455586 -0.03 0.08 -0.01 0.01
C 3.405480 2.381053 5.605846 0.08 -0.04 0.04 -0.01
C 2.977334 1.379699 4.749596 -0.05 -0.02 -0.07 0.00
C 2.071391 1.666211 3.720941 0.23 0.18 0.04 0.01
P 1.547522 0.394985 2.512698 -0.02 -0.10 0.78 0.03
C -0.233520 0.169660 2.911279 -0.06 -0.07 -0.11 0.01
C -1.002005 1.060245 3.653880 0.05 -0.04 0.05 0.01
C -2.331599 0.764247 3.933604 -0.02 0.04 0.05 0.00
C -2.900692 -0.414336 3.478717 0.00 -0.06 0.03 0.00
C -2.145653 -1.297033 2.716863 -0.06 -0.04 0.03 0.00
C -0.827998 -0.996742 2.425042 0.03 0.10 0.05 0.00
C 2.176788 -1.135709 3.332069 -0.10 0.01 -0.02 0.01
C 3.221223 -1.845638 2.751238 -0.02 0.08 0.01 0.00
C 3.692991 -3.016252 3.333709 0.11 -0.05 0.00 0.00
C 3.129884 -3.483550 4.508879 0.01 0.01 0.01 0.00
C 2.095206 -2.773064 5.108490 -0.04 0.01 0.03 0.00
C 1.622016 -1.610254 4.524463 0.04 -0.05 -0.05 0.00
C 1.625869 5.224956 1.494750 0.15 -0.39 -0.37 0.01
C 1.648790 6.451733 2.158767 -0.09 0.05 0.17 0.00
C 2.550617 7.442862 1.813906 -0.02 0.01 0.02 0.00
C 3.463188 7.229315 0.786204 0.06 0.00 -0.03 0.00
C 3.453727 6.026712 0.104315 -0.02 0.05 0.05 0.00
C 2.530644 5.035040 0.446169 -0.24 0.11 0.18 0.00
P 2.511982 3.405002 -0.409424 0.44 0.63 -0.14 0.04
C 2.591042 3.938158 -2.166215 -0.01 0.03 -0.04 0.01
C 3.082721 3.058110 -3.132964 -0.04 0.11 0.08 0.00
C 3.216457 3.457841 -4.452410 0.00 -0.08 -0.03 0.00
C 2.838548 4.737372 -4.832395 -0.06 0.00 -0.09 0.00
C 2.282745 5.595297 -3.895759 -0.09 -0.01 -0.05 0.00
C 2.145254 5.194803 -2.574420 0.04 -0.05 0.00 0.00
C 4.282225 3.043921 -0.057217 0.12 0.04 0.00 0.00
C 4.539103 2.461764 1.186323 -0.06 -0.04 -0.06 0.00
C 5.836867 2.210014 1.597161 0.03 -0.01 0.02 0.00
C 6.900845 2.537170 0.767750 0.04 -0.02 0.00 0.00
C 6.657169 3.146413 -0.456518 0.06 -0.02 -0.03 0.00
C 5.358434 3.407764 -0.864235 -0.05 -0.10 0.06 0.00
C -1.047461 4.385660 0.493831 0.37 -0.38 0.27 0.18
C -1.424138 5.710488 0.726599 -0.23 0.11 -0.12 0.02
C -2.386486 6.327999 -0.052273 0.09 0.04 0.13 0.01
C -3.015830 5.614376 -1.067012 -0.11 -0.01 -0.12 -0.01
C -2.658678 4.302105 -1.299496 0.06 0.05 0.02 0.00
C -1.649805 3.683438 -0.543110 0.00 0.18 -0.18 0.01
P -1.228551 1.919984 -0.888931 -0.73 0.85 0.10 0.02
C -0.994707 1.929967 -2.717878 0.03 -0.03 -0.10 0.00
C -0.797487 3.093086 -3.462884 -0.03 -0.05 0.00 0.00
C -0.591714 3.033407 -4.833619 0.12 0.01 -0.03 0.00
C -0.529662 1.812434 -5.486166 0.02 0.03 -0.03 0.00
C -0.693531 0.645373 -4.755938 -0.03 -0.01 -0.06 0.00
C -0.928796 0.703589 -3.391087 0.01 -0.03 0.00 0.00
C -2.959981 1.333841 -0.729059 -0.08 -0.10 0.11 0.00
C -3.793727 0.939555 -1.767883 0.02 0.05 0.06 0.00
C -5.094188 0.529677 -1.501467 -0.06 -0.02 -0.06 0.00
C -5.573926 0.512524 -0.200469 -0.03 0.05 -0.01 0.00
C -4.740836 0.899742 0.841518 -0.03 0.02 0.02 0.00
C -3.443342 1.303390 0.578139 0.01 -0.03 -0.11 0.00
H 1.657493 4.968799 4.319410 0.01 -0.01 0.02 0.00
H 3.247246 4.455198 6.134172 0.00 0.00 -0.01 0.00
H 4.117976 2.150594 6.389598 -0.02 -0.01 0.01 0.00
H 3.355773 0.375168 4.882016 0.01 -0.03 0.02 0.00
H -0.566598 1.978706 4.027541 -0.06 -0.01 0.02 0.00
H -2.919597 1.466954 4.512090 0.01 0.00 0.00 0.00
H -3.933874 -0.651670 3.702447 -0.01 0.01 0.01 0.00
H -2.589306 -2.214766 2.353027 0.01 0.01 -0.04 0.00
H -0.235625 -1.679651 1.825735 -0.04 -0.08 -0.03 0.00
H 3.660242 -1.490478 1.827330 -0.03 -0.02 -0.01 0.00
H 4.492648 -3.569267 2.855953 -0.02 0.01 -0.01 0.00
H 3.490722 -4.401335 4.957392 0.00 0.00 -0.01 0.00
H 1.653691 -3.127810 6.032354 0.01 -0.01 -0.01 0.00
H 0.818439 -1.057679 4.995293 -0.04 -0.01 0.00 0.00
H 0.940604 6.630734 2.962297 0.01 -0.02 -0.01 0.00
H 2.553555 8.385736 2.349145 -0.02 0.00 0.00 0.00
H 4.178280 8.000263 0.524368 0.00 -0.01 -0.02 0.00
H 4.161868 5.862972 -0.699090 0.02 0.00 0.00 0.00
H 3.395299 2.064618 -2.834902 0.02 -0.02 -0.05 0.00
H 3.620969 2.769879 -5.185007 -0.01 0.00 0.01 0.00
H 2.957421 5.055158 -5.861317 -0.01 0.00 0.01 0.00
H 1.957196 6.585293 -4.192222 -0.01 -0.01 0.01 0.00
H 1.713512 5.873285 -1.849917 0.01 0.00 -0.02 0.00
H 3.708119 2.209747 1.836693 0.06 0.00 0.00 0.00
H 6.016784 1.756112 2.564094 -0.03 0.00 0.00 0.00
H 7.917807 2.329764 1.078069 -0.01 0.01 0.01 0.00
H 7.485947 3.422341 -1.098337 -0.01 0.00 0.01 0.00
H 5.187115 3.878433 -1.822967 -0.02 0.02 -0.03 0.00
H -0.971188 6.256916 1.543489 -0.01 0.01 -0.02 0.00
H -2.661535 7.359869 0.139156 -0.01 -0.01 0.00 0.00
H -3.787297 6.083710 -1.667256 0.00 -0.02 0.00 0.00
H -3.159458 3.739332 -2.079421 -0.03 0.02 -0.01 0.00
H -0.831829 4.058705 -2.980312 0.04 0.03 0.04 0.00
H -0.474440 3.952308 -5.391442 0.06 0.06 -0.03 0.00
H -0.349517 1.772397 -6.553856 -0.03 0.00 0.01 0.00
H -0.651865 -0.317214 -5.252291 0.01 0.00 0.03 0.00
H -1.080560 -0.214368 -2.839500 0.04 0.07 -0.09 0.00
H -3.432699 0.949241 -2.788801 -0.01 -0.01 -0.01 0.00
H -5.742510 0.226399 -2.316661 0.02 0.01 -0.01 0.00
H -6.594133 0.204516 -0.002100 0.01 -0.01 -0.01 0.00
H -5.101893 0.886115 1.863654 0.02 0.00 -0.01 0.00
H -2.787172 1.601203 1.390006 -0.05 -0.01 0.02 0.00
Se -2.028812 -6.321462 -0.014130 0.15 -0.01 -0.06 0.00
P -2.901527 -4.449474 -0.424867 -0.26 -0.02 0.05 0.00
C -3.856432 -4.451927 -1.989230 0.10 -0.01 0.06 0.00
C -4.337277 -3.264585 -2.542350 0.02 -0.07 -0.04 0.00
C -5.095087 -3.306488 -3.702114 -0.03 0.08 -0.01 0.00
C -5.366236 -4.518204 -4.321889 0.00 -0.06 -0.02 0.00
C -4.869422 -5.695976 -3.783973 -0.02 0.01 -0.03 0.00
C -4.118846 -5.663853 -2.617135 -0.01 -0.01 -0.02 0.00
C -4.147038 -4.000723 0.842913 0.09 0.08 -0.02 0.00
C -4.812561 -2.773372 0.817717 0.01 -0.09 0.01 0.00
C -5.754543 -2.483018 1.791873 -0.02 0.09 -0.04 0.00
C -6.035494 -3.397960 2.795786 -0.02 -0.05 0.04 0.00
C -5.377645 -4.618012 2.819951 -0.03 0.01 0.02 0.00
C -4.440727 -4.921677 1.842972 0.04 0.01 0.02 0.00
C -1.790870 -3.044682 -0.592960 0.44 0.05 0.01 0.00
C -0.404835 -2.838114 -0.757978 -0.17 0.15 0.03 0.00
N -0.239184 -1.502288 -0.887807 -0.42 -1.06 -0.10 0.00
N -1.418010 -0.935224 -0.813916 -0.02 -0.19 0.07 0.00
N -2.362182 -1.824314 -0.643013 -0.21 -0.15 0.11 0.00
P 1.122976 -3.744164 -0.998819 -0.50 -0.56 -0.12 0.00
Se 2.793283 -2.482052 -0.846633 0.54 0.02 -0.03 0.00
C 1.220829 -5.080604 0.213075 0.03 0.06 -0.03 0.00
C 1.569434 -6.374764 -0.149414 -0.08 0.07 -0.04 0.00
C 1.665495 -7.355618 0.824564 0.02 -0.08 -0.04 0.00
C 1.424308 -7.045623 2.155320 0.00 0.00 -0.01 0.00
C 1.110366 -5.743796 2.519880 0.00 0.02 0.02 0.00
C 1.016529 -4.759813 1.551292 -0.02 0.02 0.00 0.00
C 0.994300 -4.506391 -2.654785 0.16 0.09 0.03 0.00
C 2.113681 -4.497688 -3.481728 0.04 -0.04 0.01 0.00
C 2.048246 -5.040432 -4.756582 -0.01 -0.02 0.00 0.00
C 0.861532 -5.593676 -5.214210 0.00 0.01 -0.02 0.00
C -0.258074 -5.601772 -4.394472 -0.05 -0.03 -0.01 0.00
C -0.195689 -5.055841 -3.122585 0.03 0.02 0.02 0.00
H -4.097157 -2.314502 -2.082748 -0.02 0.03 0.00 0.00
H -5.469309 -2.382934 -4.126881 0.01 -0.01 0.00 0.00
H -5.961733 -4.546000 -5.226251 0.02 0.02 -0.01 0.00
H -5.061363 -6.642791 -4.273597 -0.02 0.00 0.01 0.00
H -3.723709 -6.577222 -2.188551 0.00 0.02 0.01 0.00
H -4.565899 -2.034457 0.070138 -0.04 0.04 0.01 0.00
H -6.261576 -1.526077 1.766486 0.03 -0.02 0.01 0.00
H -6.763101 -3.159562 3.562277 0.00 0.01 -0.01 0.00
H -5.589195 -5.335273 3.603174 0.01 0.00 -0.01 0.00
H -3.920852 -5.870550 1.857887 0.02 0.01 0.00 0.00
H 1.730812 -6.620208 -1.191882 0.00 -0.02 0.01 0.00
H 1.915881 -8.369246 0.536479 0.00 0.00 0.03 0.00
H 1.478935 -7.821730 2.908641 0.02 0.01 0.00 0.00
H 0.933977 -5.485896 3.556200 0.00 -0.03 0.00 0.00
H 0.775653 -3.742144 1.835904 -0.02 0.03 0.02 0.00
H 3.029386 -4.047427 -3.120046 0.00 0.01 -0.01 0.00
H 2.925187 -5.023220 -5.391484 -0.01 0.00 -0.01 0.00
H 0.804097 -6.007121 -6.213717 0.01 -0.01 0.01 0.00
H -1.190005 -6.031015 -4.741339 0.00 0.03 -0.01 0.00
H -1.076822 -5.067849 -2.500504 -0.06 -0.03 0.09 0.00
S 5.405243 -0.129862 -1.411736 -0.45 0.22 0.18 0.00
C 3.982796 0.354467 -1.110953 1.16 -0.34 -0.32 0.00